[1]
Density functional theory data (the ωB97M-V functional and the def2-TZVPD basis) for a 7-piece molecular cluster, CH16O6S overall in a non-equilibrium geometry.

Structure (XYZ):
```
24
CH16O6S the ωB97M-V functional and the def2-TZVPD basis
C 0.753 2.407 1.103
S -0.498 1.056 1.199
H 1.019 2.823 2.062
H 0.349 3.127 0.401
H 1.627 1.998 0.600
H -1.084 1.373 0.049
O 3.073 -1.133 0.080
H 3.594 -1.836 -0.346
H 2.240 -1.465 0.352
O -2.183 -2.607 -0.398
H -2.938 -2.083 -0.136
H -2.162 -3.455 0.059
O -0.284 2.808 -2.015
H -1.078 2.334 -2.239
H 0.400 2.130 -1.933
O 0.517 -2.145 -1.018
H 0.469 -3.068 -1.267
H -0.233 -2.054 -0.416
O 1.658 0.718 -1.845
H 2.555 0.856 -2.139
H 1.581 -0.075 -1.319
O -2.675 -1.218 2.217
H -2.055 -1.816 2.650
H -2.036 -0.719 1.726
```

Calculated values
Structure (SMILES) ... CS.O.O.O.O.O.O
Orbital gap ... 9.28 eV
Energy above the lowest of the compared OMol25 structures with the same formula, charge and spin ... 12.58 kcal/mol
Largest force on an atom ... 2.16 eV/A

Atomic partial charges in e from the Löwdin method, atoms 1 to 2:
1 C -0.42
2 S 0.68

[2]
Density functional theory data (the ωB97M-V functional and the def2-TZVPD basis) for an isolated ion of composition C3H9N2S and charge +1 in a non-equilibrium geometry.

Structure (XYZ):
```
15
C3H9N2S the ωB97M-V functional and the def2-TZVPD basis
N -0.648 -1.205 -1.411
C 0.202 -0.862 -0.272
C -0.438 -0.177 0.976
N -0.294 1.212 0.657
C 1.026 1.584 0.390
S 1.478 0.324 -0.910
H -0.005 -1.523 -2.089
H -1.356 -1.903 -1.033
H -1.215 -0.460 -1.671
H 0.562 -1.802 0.054
H -1.610 -0.445 1.186
H 0.279 -0.645 1.830
H -0.781 1.905 1.139
H 1.148 2.670 -0.001
H 1.652 1.327 1.154
```

Calculated values
Net charge ... +1
Structure (SMILES) ... [NH3+][C@@H]1CNCS1
Orbital gap ... 9.84 eV
Energy above the lowest of the compared OMol25 structures with the same formula, charge and spin ... 43.01 kcal/mol
Largest force on an atom ... 4.03 eV/A

Atomic partial charges in e from the Löwdin method, atoms 1 to 2:
1 N 0.18
2 C -0.56

[3]
Density functional theory data (the ωB97M-V functional and the def2-TZVPD basis) for a 2-piece molecular cluster, C4H12 overall in a non-equilibrium geometry.

Structure (XYZ):
```
16
C4H12 the ωB97M-V functional and the def2-TZVPD basis
C 1.383 -1.354 -1.133
C 0.488 -0.399 -1.964
H 1.551 -2.339 -1.600
H 2.397 -1.016 -0.860
H 0.927 -1.624 -0.244
H 1.135 0.184 -2.587
H 0.063 0.171 -1.222
H -0.158 -1.046 -2.636
C -1.420 1.500 1.469
C -0.476 0.330 1.584
H -1.691 2.077 2.335
H -0.962 2.234 0.747
H -2.444 1.102 1.166
H 0.044 0.412 2.572
H 0.131 0.425 0.736
H -0.967 -0.656 1.636
```

Calculated values
Structure (SMILES) ... CC.CC
Orbital gap ... 12.50 eV
Energy above the lowest of the compared OMol25 structures with the same formula, charge and spin ... 21.71 kcal/mol
Largest force on an atom ... 3.85 eV/A

Atomic partial charges in e from the Löwdin method, atoms 1 to 2:
1 C -0.17
2 C -0.13

[4]
Density functional theory data (the ωB97M-V functional and the def2-TZVPD basis) for a 13-piece molecular cluster, C40H115N17O13 overall in a non-equilibrium geometry.

Structure (XYZ):
```
185
C40H115N17O13 the ωB97M-V functional and the def2-TZVPD basis
C -4.929 1.304 -0.472
O -4.194 1.259 -1.451
N -5.499 2.403 -0.069
N -5.568 0.320 0.099
H -6.259 2.318 0.590
H -5.300 3.292 -0.503
H -6.391 0.392 0.681
H -5.413 -0.604 -0.278
C 2.668 2.268 2.363
O 2.483 1.928 1.228
N 3.792 2.859 2.810
N 1.902 1.994 3.413
H 4.568 2.917 2.166
H 3.888 2.927 3.813
H 0.968 1.612 3.389
H 2.391 2.208 4.271
C 1.799 3.472 -1.897
O 1.395 3.628 -3.034
N 2.545 2.409 -1.634
N 1.428 4.124 -0.814
H 2.485 1.659 -2.308
H 2.788 2.325 -0.658
H 0.947 5.008 -0.899
H 1.746 3.744 0.066
C -1.983 2.144 -4.336
O -1.877 2.353 -5.498
N -1.245 2.511 -3.344
N -3.026 1.480 -3.869
H -0.374 2.994 -3.510
H -1.347 2.021 -2.466
H -3.154 1.171 -2.917
H -3.781 1.474 -4.540
C -3.954 -3.566 1.308
C -3.522 -3.650 -0.186
C -3.804 -2.260 -0.919
O -5.165 -1.947 -1.111
C -5.892 -2.640 -2.084
N -2.164 -4.055 -0.186
H -3.419 -2.794 1.861
H -3.983 -4.522 1.831
H -4.999 -3.300 1.150
H -3.858 -4.481 -0.807
H -3.378 -2.169 -1.918
H -3.282 -1.560 -0.266
H -6.039 -3.670 -1.758
H -5.256 -2.779 -2.959
H -6.838 -2.113 -2.210
H -1.873 -4.677 0.555
H -1.583 -3.232 -0.120
C -6.467 5.668 1.287
C -5.805 4.937 2.430
C -4.335 5.498 2.707
O -3.650 4.544 3.388
C -2.258 4.628 3.417
N -6.519 5.134 3.659
H -5.964 5.433 0.349
H -6.378 6.747 1.417
H -7.520 5.388 1.295
H -5.783 3.867 2.221
H -4.311 6.357 3.377
H -3.814 5.787 1.794
H -1.800 4.730 2.433
H -1.710 3.797 3.864
H -2.022 5.458 4.083
H -6.713 6.121 3.744
H -5.753 5.156 4.317
C 2.148 -7.676 4.700
C 1.930 -7.988 3.231
C 2.601 -6.967 2.255
O 2.256 -5.651 2.642
C 0.904 -5.316 2.190
N 2.479 -9.326 3.024
H 1.681 -8.421 5.345
H 1.721 -6.720 5.002
H 3.222 -7.638 4.883
H 0.876 -8.162 3.015
H 2.245 -7.268 1.270
H 3.676 -7.148 2.291
H 0.828 -4.231 2.108
H 0.222 -5.664 2.965
H 0.598 -5.802 1.264
H 2.456 -9.911 3.847
H 2.082 -9.766 2.207
C 3.451 -4.896 -1.597
C 4.452 -5.148 -0.400
C 5.085 -6.540 -0.325
O 6.014 -6.880 0.722
C 6.269 -8.258 0.924
N 5.545 -4.169 -0.615
H 2.811 -5.769 -1.472
H 3.879 -4.836 -2.598
H 2.832 -4.023 -1.391
H 3.921 -4.880 0.513
H 5.587 -6.780 -1.262
H 4.289 -7.283 -0.278
H 6.590 -8.876 0.085
H 5.305 -8.727 1.120
H 6.904 -8.542 1.763
H 5.148 -3.301 -0.284
H 6.341 -4.357 -0.023
C 0.752 -0.593 -3.497
C 2.066 -1.241 -3.019
C 2.389 -2.482 -3.889
O 1.313 -3.416 -4.016
C 1.557 -4.331 -5.086
N 3.065 -0.236 -3.247
H 0.416 0.152 -2.776
H -0.097 -1.273 -3.566
H 0.875 -0.164 -4.491
H 2.027 -1.524 -1.967
H 3.231 -2.912 -3.346
H 2.789 -2.330 -4.892
H 0.682 -4.971 -5.195
H 2.410 -4.968 -4.851
H 1.760 -3.845 -6.040
H 3.351 -0.283 -4.215
H 3.903 -0.615 -2.829
C 5.776 -2.071 4.043
C 4.978 -3.273 3.489
C 4.822 -4.405 4.521
O 5.988 -5.009 4.936
C 5.755 -6.092 5.816
N 3.622 -3.033 2.958
H 5.957 -1.371 3.227
H 6.731 -2.511 4.329
H 5.369 -1.740 4.998
H 5.525 -3.587 2.601
H 4.182 -5.160 4.064
H 4.328 -4.017 5.411
H 5.122 -6.822 5.312
H 5.434 -5.792 6.814
H 6.699 -6.631 5.898
H 3.441 -3.922 2.516
H 3.601 -2.360 2.205
C -3.089 5.055 -1.089
C -3.881 5.362 -2.359
C -2.999 5.749 -3.637
O -3.839 5.707 -4.795
C -3.006 5.931 -5.931
N -4.599 4.188 -2.652
H -2.573 4.096 -1.133
H -3.699 5.101 -0.187
H -2.366 5.864 -0.986
H -4.618 6.137 -2.148
H -2.160 5.054 -3.604
H -2.586 6.742 -3.456
H -2.760 6.982 -6.080
H -3.501 5.860 -6.900
H -2.088 5.344 -5.917
H -3.996 3.385 -2.542
H -4.726 4.246 -3.652
C 0.914 7.207 -3.052
C -0.154 7.911 -2.225
C 0.129 8.018 -0.774
O 0.111 6.598 -0.351
C -0.067 6.525 1.000
N -0.184 9.266 -2.823
H 0.851 7.342 -4.131
H 0.792 6.145 -2.840
H 1.941 7.510 -2.849
H -1.086 7.352 -2.310
H -0.594 8.632 -0.237
H 1.143 8.387 -0.624
H 0.085 5.552 1.467
H -1.060 6.935 1.185
H 0.606 7.174 1.561
H -0.050 9.273 -3.824
H 0.564 9.860 -2.497
C -1.341 2.101 0.827
C -0.758 0.862 0.222
C -0.984 -0.408 1.212
O -0.615 -1.587 0.389
C 0.761 -1.928 0.500
N -1.340 0.599 -1.063
H -0.930 3.068 0.538
H -1.247 2.123 1.913
H -2.412 2.218 0.667
H 0.321 1.006 0.169
H -2.025 -0.537 1.508
H -0.425 -0.261 2.136
H 1.035 -2.829 -0.049
H 0.909 -2.259 1.528
H 1.331 -1.011 0.351
H -2.336 0.755 -0.988
H -1.207 -0.397 -1.161
```

Calculated values
Net charge ... +1
<S²> ... 0.768
Orbital gap (spin up / spin down) ... 8.69 / 3.32 eV
Energy above the lowest of the compared OMol25 structures with the same formula, charge and spin ... 0.00 kcal/mol
Largest force on an atom ... 4.37 eV/A
2S+1 ... 2

Atomic partial charges in e from the Löwdin method, atoms 1 to 2:
1 C -0.70
2 O -0.02

[5]
Density functional theory data (the ωB97M-V functional and the def2-TZVPD basis) for a 2-piece molecular cluster, C2H10N2O overall in a non-equilibrium geometry.

Structure (XYZ):
```
15
C2H10N2O the ωB97M-V functional and the def2-TZVPD basis
C 0.817 1.208 -0.836
N 1.436 -0.075 -0.505
C 0.849 -0.674 0.694
N -0.473 -1.230 0.442
H 1.330 1.647 -1.693
H 0.874 1.947 -0.040
H -0.191 1.013 -1.187
H 2.396 0.090 -0.196
H 1.531 -1.461 1.055
H 0.792 0.030 1.531
H -0.809 -1.780 1.228
H -0.536 -1.700 -0.446
H -1.937 0.049 0.020
H -3.435 0.203 -0.113
O -2.643 0.732 0.046
```

Calculated values
Net charge ... -1
<S²> ... 0.750
Orbital gap (spin up / spin down) ... 2.87 / 9.63 eV
Energy above the lowest of the compared OMol25 structures with the same formula, charge and spin ... 6.80 kcal/mol
Largest force on an atom ... 1.32 eV/A
2S+1 ... 2

Atomic partial charges in e from the Löwdin method, atoms 1 to 2:
1 C -0.24
2 N -0.14

[6]
Density functional theory data (the ωB97M-V functional and the def2-TZVPD basis) for a 11-piece molecular cluster, C22H66O11 overall in a non-equilibrium geometry.

Structure (XYZ):
```
99
C22H66O11 the ωB97M-V functional and the def2-TZVPD basis
C -1.820 -4.179 0.960
C -2.818 -4.213 2.172
O -2.387 -3.322 3.154
H -0.809 -4.297 1.350
H -1.695 -3.380 0.229
H -2.046 -5.118 0.455
H -2.897 -5.158 2.709
H -3.800 -3.926 1.796
H -1.455 -3.497 3.304
C -2.133 5.281 -0.004
C -2.512 3.903 -0.653
O -1.966 4.014 -1.895
H -1.116 5.570 -0.266
H -2.219 5.361 1.079
H -2.823 6.100 -0.206
H -3.556 3.595 -0.718
H -1.859 3.184 -0.160
H -2.636 4.457 -2.420
C -2.137 0.003 3.343
C -3.595 0.095 3.009
O -4.214 -1.066 3.468
H -1.709 -0.796 2.737
H -1.997 -0.300 4.381
H -1.628 0.954 3.183
H -3.730 0.325 1.952
H -4.099 0.913 3.525
H -3.672 -1.779 3.125
C 2.622 -1.360 3.000
C 1.205 -1.156 3.605
O 0.464 -2.308 3.412
H 3.253 -0.473 2.937
H 2.390 -1.778 2.021
H 3.094 -2.115 3.629
H 0.764 -0.191 3.353
H 1.156 -1.028 4.687
H 0.803 -2.830 4.143
C 1.085 4.318 2.353
C 2.246 4.858 1.469
O 2.762 3.827 0.801
H 0.913 5.091 3.102
H 1.255 3.337 2.795
H 0.105 4.321 1.874
H 3.058 5.349 2.006
H 1.860 5.558 0.729
H 3.568 3.649 1.291
C -0.717 -3.675 -2.791
C -2.023 -4.349 -3.115
O -2.639 -4.796 -1.904
H 0.141 -3.946 -3.407
H -0.303 -3.968 -1.826
H -0.908 -2.602 -2.800
H -1.700 -5.197 -3.720
H -2.694 -3.639 -3.597
H -3.401 -4.227 -1.774
C 3.322 -4.570 -0.537
C 3.033 -3.073 -0.803
O 3.257 -2.922 -2.192
H 2.771 -5.226 -1.211
H 2.971 -4.837 0.460
H 4.396 -4.721 -0.645
H 3.778 -2.437 -0.325
H 2.027 -2.752 -0.532
H 3.276 -1.976 -2.357
C -0.081 -0.404 0.128
C 0.388 1.059 0.076
O 1.743 1.302 -0.008
H 0.264 -0.964 -0.742
H -1.164 -0.495 0.207
H 0.341 -0.814 1.045
H 0.026 1.441 1.031
H -0.103 1.479 -0.802
H 1.963 2.153 0.377
C 4.583 6.461 -1.279
C 4.678 5.024 -1.753
O 3.439 4.456 -1.922
H 3.665 6.528 -0.694
H 4.431 7.156 -2.104
H 5.357 6.841 -0.612
H 5.336 4.488 -1.070
H 5.270 4.968 -2.666
H 3.123 4.064 -1.105
C 2.556 -0.790 -4.731
C 2.565 0.521 -3.838
O 3.179 0.178 -2.566
H 1.795 -1.548 -4.550
H 3.580 -1.160 -4.781
H 2.348 -0.444 -5.743
H 1.541 0.788 -3.576
H 3.079 1.370 -4.288
H 3.043 0.848 -1.892
C -5.822 -1.275 -0.192
C -4.504 -1.845 -0.648
O -4.677 -2.803 -1.688
H -6.286 -0.832 -1.073
H -5.759 -0.551 0.620
H -6.482 -2.056 0.186
H -4.024 -2.515 0.065
H -3.835 -1.044 -0.964
H -5.423 -2.466 -2.189
```

Calculated values
Net charge ... -1
<S²> ... 0.750
Orbital gap (spin up / spin down) ... 1.63 / 9.28 eV
Energy above the lowest of the compared OMol25 structures with the same formula, charge and spin ... 61.32 kcal/mol
Largest force on an atom ... 3.89 eV/A
2S+1 ... 2

Atomic partial charges in e from the Löwdin method, atoms 1 to 2:
1 C -0.07
2 C -0.28

[7]
Density functional theory data (the ωB97M-V functional and the def2-TZVPD basis) for a 3-piece molecular cluster, C26H46N4O9 overall in a non-equilibrium geometry.

Structure (XYZ):
```
85
C26H46N4O9 the ωB97M-V functional and the def2-TZVPD basis
C -0.396 3.319 1.564
C -0.175 2.872 0.443
C 0.223 1.866 -0.687
C -0.753 1.014 -1.175
C -2.243 1.093 -0.636
C -3.085 2.294 -1.360
N -4.491 1.911 -1.669
N -2.387 2.567 -2.669
N -3.141 3.529 -0.540
C -0.307 -0.023 -2.279
O -1.142 -0.641 -2.930
C 1.248 -0.264 -2.474
C 1.789 -1.552 -3.239
C 1.933 -2.816 -2.299
O 2.909 -2.831 -1.540
N 1.055 -3.967 -2.274
C 0.202 -4.082 -3.484
C 0.286 -4.079 -1.005
C 2.205 0.614 -1.970
C 1.707 1.894 -1.180
O 2.444 2.855 -1.006
H -0.571 3.626 2.631
H -2.257 1.179 0.489
H -2.797 0.141 -0.925
H -4.995 1.748 -0.789
H -4.552 1.108 -2.302
H -2.111 3.557 -2.604
H -3.137 2.517 -3.372
H -4.132 3.812 -0.502
H -2.875 3.353 0.438
H 2.846 -1.275 -3.565
H 1.199 -1.714 -4.185
H -0.052 -5.183 -3.630
H -0.795 -3.545 -3.340
H 0.720 -3.749 -4.431
H -0.832 -4.056 -1.198
H 0.527 -5.084 -0.546
H 0.581 -3.278 -0.261
H 3.302 0.428 -2.126
C 5.480 -0.457 0.156
O 6.307 0.563 -0.368
C 6.037 1.843 0.194
C 7.323 2.641 0.375
O 8.157 2.183 1.438
C 8.820 0.932 1.250
C 9.902 0.951 0.177
O 9.322 0.958 -1.121
C 10.068 1.709 -2.058
H 4.465 -0.366 -0.241
H 5.895 -1.419 -0.147
H 5.463 -0.429 1.252
H 5.540 1.746 1.167
H 5.373 2.374 -0.496
H 7.040 3.661 0.650
H 7.883 2.721 -0.556
H 8.099 0.130 1.083
H 9.305 0.718 2.207
H 10.513 0.043 0.258
H 10.545 1.826 0.328
H 10.306 2.703 -1.665
H 9.455 1.838 -2.951
H 10.986 1.178 -2.327
C -6.271 -2.690 5.243
O -6.887 -1.673 4.478
C -6.142 -0.462 4.457
C -6.233 0.209 3.091
O -5.489 -0.443 2.062
C -5.989 -1.706 1.616
C -7.310 -1.627 0.860
O -8.388 -1.400 1.758
C -9.408 -0.589 1.208
H -6.365 -2.475 6.311
H -6.777 -3.631 5.023
H -5.215 -2.804 4.971
H -5.086 -0.649 4.691
H -6.567 0.202 5.218
H -5.785 1.204 3.184
H -7.267 0.369 2.787
H -6.036 -2.420 2.439
H -5.231 -2.083 0.923
H -7.499 -2.582 0.355
H -7.248 -0.833 0.107
H -8.992 0.321 0.765
H -10.077 -0.295 2.017
H -9.976 -1.150 0.459
```

Calculated values
Structure (SMILES) ... C#CC1=C(CC(N)(N)N)C(=O)C(CC(=O)N(C)C)=CC1=O.COCCOCCOC.COCCOCCOC
Orbital gap ... 7.56 eV
Energy above the lowest of the compared OMol25 structures with the same formula, charge and spin ... 32.44 kcal/mol
Largest force on an atom ... 2.85 eV/A

Atomic partial charges in e from the Löwdin method, atoms 1 to 2:
1 C 0.10
2 C -0.06